Density functional theory data (ωB97M-V with the def2-TZVPD basis set) for a structure of composition C2H2I2NO.

Last column: Mulliken charge in e.
Element x y z (Å)
C 0.637 -0.070 0.161  -0.64
C -0.726 0.460 0.074  -0.10
N -0.243 -0.853 -0.396  0.42
O -0.560 -1.922 -0.990  -0.72
I 2.772 0.858 -1.203  -0.63
I -1.944 0.500 1.868  -0.17
H 1.273 -0.198 0.907  0.45
H -1.208 1.225 -0.420  0.40

For the lowest unoccupied orbital energy (spin up / spin down), the calculation gives 0.1004 / 0.1004 hartree. The total charge is -1. The calculation puts the HOMO energy (spin up / spin down) at -0.1348 / -0.1349 Eh.

Density functional theory data (ωB97M-V with the def2-TZVPD basis set) for a cluster of 25 separate species, C50H150O25 in total.

Last column: Mulliken charge in e.
Element x y z (Å)
C 3.561 -3.508 5.965  -1.32
C 3.147 -2.636 4.763  0.66
O 3.454 -1.312 5.115  -0.62
H 4.449 -3.031 6.377  0.36
H 3.838 -4.542 5.727  0.35
H 2.717 -3.583 6.647  0.30
H 2.122 -2.714 4.447  0.03
H 3.693 -2.998 3.915  -0.05
H 3.504 -0.781 4.377  0.19
C 4.710 2.320 -0.846  -0.57
C 3.248 2.696 -0.967  -0.01
O 2.566 1.617 -1.653  0.79
H 5.305 3.022 -0.242  0.38
H 5.062 2.203 -1.863  0.20
H 4.855 1.353 -0.323  -0.29
H 3.177 3.673 -1.493  0.14
H 2.786 2.776 0.053  0.00
H 2.686 1.659 -2.590  -0.57
C -1.685 -3.496 -6.751  -1.22
C -1.890 -2.005 -6.961  0.38
O -2.996 -1.598 -6.146  -0.52
H -0.955 -3.898 -7.366  0.50
H -2.587 -4.062 -7.077  0.36
H -1.433 -3.794 -5.749  0.10
H -2.045 -1.752 -8.002  0.31
H -1.011 -1.491 -6.570  -0.18
H -3.755 -2.118 -6.274  0.25
C 5.297 -1.460 -6.095  -0.63
C 6.290 -0.362 -5.725  0.03
O 5.668 0.904 -5.609  -0.52
H 4.430 -1.174 -5.513  0.01
H 5.702 -2.461 -5.840  0.35
H 5.034 -1.422 -7.188  0.25
H 7.056 -0.202 -6.473  0.30
H 6.767 -0.668 -4.748  -0.05
H 5.076 0.899 -4.829  0.10
C 2.970 4.349 -4.437  -1.22
C 3.814 3.112 -4.319  -0.17
O 3.056 1.897 -4.284  0.53
H 2.242 4.455 -3.632  0.03
H 2.444 4.326 -5.404  0.27
H 3.547 5.267 -4.554  0.49
H 4.319 3.098 -3.338  0.10
H 4.578 3.001 -5.118  0.56
H 2.448 1.731 -5.050  -0.43
C -6.644 3.796 0.062  -1.12
C -6.008 4.872 0.893  0.31
O -6.550 4.845 2.193  -0.55
H -6.467 2.868 0.581  0.19
H -6.246 3.702 -0.950  0.36
H -7.712 4.010 0.027  0.34
H -6.302 5.824 0.485  0.34
H -4.928 4.726 1.001  -0.17
H -6.777 3.931 2.341  0.28
C 8.163 0.410 2.390  -1.27
C 6.864 0.786 3.020  -0.09
O 6.044 1.035 1.859  -0.27
H 8.073 -0.531 1.892  0.23
H 8.943 0.575 3.079  0.45
H 8.427 1.038 1.524  0.25
H 6.911 1.622 3.729  0.35
H 6.550 -0.063 3.638  0.20
H 5.125 0.774 2.021  0.04
C -2.567 4.782 5.190  -1.62
C -2.978 3.934 3.978  0.52
O -1.827 3.654 3.236  0.02
H -2.322 5.766 4.872  0.38
H -1.780 4.232 5.722  0.33
H -3.406 4.900 5.882  0.39
H -3.705 4.573 3.387  0.03
H -3.464 3.016 4.305  -0.03
H -1.885 4.113 2.408  0.15
C 2.184 -3.036 -2.461  -1.17
C 3.400 -2.287 -1.843  -0.45
O 3.462 -2.397 -0.435  0.24
H 2.167 -4.067 -2.121  0.26
H 2.382 -3.054 -3.504  0.64
H 1.278 -2.481 -2.285  -0.06
H 3.380 -1.285 -2.153  0.26
H 4.292 -2.696 -2.346  0.45
H 2.874 -1.706 -0.054  -0.27
C -5.623 -1.195 -0.814  -1.46
C -4.277 -0.844 -0.168  0.66
O -3.099 -1.173 -0.931  0.19
H -5.618 -2.263 -1.102  0.24
H -5.763 -0.564 -1.748  0.32
H -6.405 -1.049 -0.070  0.49
H -4.032 -1.311 0.793  -0.23
H -4.202 0.242 0.002  -0.12
H -3.124 -0.762 -1.816  -0.05
C -2.435 0.327 3.013  2.71
C -2.017 0.286 4.483  -1.09
O -3.037 0.148 5.435  -0.55
H -3.100 1.185 2.815  -0.90
H -2.922 -0.658 2.761  -0.35
H -1.495 0.443 2.480  -0.91
H -1.489 1.198 4.753  0.34
H -1.231 -0.464 4.659  0.40
H -3.377 -0.751 5.441  0.32
C -0.366 6.047 -2.983  -0.81
C -1.337 5.157 -3.712  -0.03
O -0.575 3.981 -4.136  -0.41
H -0.766 6.857 -2.400  0.42
H 0.366 6.474 -3.708  0.28
H 0.302 5.439 -2.391  -0.05
H -1.799 5.621 -4.615  0.40
H -2.193 4.882 -3.051  0.07
H 0.112 3.864 -3.441  -0.14
C 1.492 0.560 -7.536  -1.34
C 0.299 1.416 -7.097  0.10
O 0.749 2.130 -5.911  -0.10
H 1.419 0.363 -8.601  0.52
H 1.490 -0.468 -7.104  0.25
H 2.464 1.081 -7.395  0.24
H -0.572 0.805 -6.928  0.12
H 0.156 2.138 -7.937  0.32
H 0.062 2.767 -5.624  0.15
C -2.425 -5.260 -3.069  -1.50
C -2.215 -3.834 -2.600  0.27
O -2.471 -3.851 -1.189  -0.10
H -2.256 -5.377 -4.127  0.40
H -3.467 -5.485 -2.909  0.34
H -1.772 -5.980 -2.526  0.27
H -2.874 -3.136 -3.013  0.24
H -1.243 -3.405 -2.868  -0.11
H -2.709 -2.965 -0.938  0.29
C -2.385 2.691 -0.269  -0.32
C -1.016 3.338 0.075  1.19
O -1.126 4.668 0.635  -0.79
H -3.082 2.681 0.568  -0.19
H -2.166 1.669 -0.594  -0.30
H -2.918 3.180 -1.055  0.44
H -0.329 3.265 -0.763  0.14
H -0.598 2.677 0.902  -0.72
H -0.204 4.999 0.787  0.26
C 2.813 2.590 3.776  -1.76
C 2.084 1.613 2.882  2.23
O 3.040 0.823 2.226  1.37
H 3.398 3.334 3.210  0.34
H 3.570 2.159 4.443  0.36
H 2.056 3.219 4.208  0.51
H 1.352 2.085 2.186  -1.67
H 1.400 0.932 3.431  -0.11
H 2.592 0.342 1.498  -0.55
C 6.663 -0.891 -1.489  -0.78
C 6.461 -1.984 -0.465  0.24
O 7.742 -2.384 0.016  -0.61
H 7.264 -1.188 -2.340  0.34
H 7.183 -0.133 -0.924  0.27
H 5.718 -0.517 -1.835  -0.10
H 5.943 -2.862 -0.856  0.37
H 5.827 -1.641 0.377  -0.03
H 7.655 -3.277 0.331  0.35
C -6.791 -3.388 1.665  -1.26
C -6.169 -3.983 2.901  0.90
O -6.503 -3.259 4.133  -0.62
H -6.489 -4.058 0.839  0.31
H -6.590 -2.333 1.467  0.10
H -7.849 -3.460 1.835  0.54
H -5.056 -4.096 2.734  -0.56
H -6.618 -4.981 2.993  0.26
H -7.187 -2.651 3.918  0.30
C -6.214 0.400 4.762  -1.08
C -6.056 1.735 4.100  0.95
O -6.883 1.849 2.948  -0.50
H -5.645 0.342 5.676  0.32
H -5.876 -0.416 4.056  -0.02
H -7.238 0.168 5.071  0.56
H -5.056 1.815 3.728  -0.82
H -6.296 2.589 4.746  0.38
H -7.779 1.676 3.204  0.23
C 2.302 7.471 1.863  -1.21
C 1.969 6.256 2.699  -0.20
O 1.599 5.213 1.775  -0.19
H 1.444 7.943 1.287  0.27
H 3.069 7.099 1.172  0.27
H 2.764 8.234 2.490  0.37
H 1.160 6.348 3.406  0.35
H 2.887 5.936 3.187  0.29
H 1.619 4.352 2.230  0.01
C 2.687 -5.919 1.742  -0.78
C 4.125 -5.689 1.244  -0.30
O 4.188 -5.122 -0.071  -0.50
H 2.230 -6.758 1.256  0.38
H 2.059 -5.051 1.462  -0.03
H 2.580 -6.149 2.775  0.48
H 4.676 -6.590 1.084  0.38
H 4.734 -5.058 1.960  0.15
H 3.921 -4.166 -0.038  0.19
C -1.414 -6.103 1.818  -1.30
C -2.652 -5.211 2.028  0.30
O -3.601 -5.285 0.984  -0.55
H -0.615 -5.813 2.498  0.33
H -1.035 -6.000 0.825  0.30
H -1.705 -7.175 1.892  0.32
H -2.333 -4.162 2.172  -0.08
H -3.259 -5.562 2.884  0.44
H -3.157 -4.941 0.192  0.42
C 0.463 -1.734 1.638  -0.14
C 0.350 -0.979 0.337  0.68
O 1.644 -0.366 0.126  1.68
H -0.534 -2.073 1.922  0.14
H 0.781 -0.993 2.371  -0.34
H 1.231 -2.519 1.647  -0.21
H -0.461 -0.248 0.431  -0.53
H 0.106 -1.670 -0.466  -0.46
H 1.655 0.304 -0.566  -1.15
C -0.427 0.417 -3.302  1.10
C -1.769 0.578 -3.995  -0.22
O -2.644 -0.474 -3.548  -0.35
H 0.294 1.155 -3.782  -0.51
H -0.008 -0.591 -3.485  0.09
H -0.411 0.585 -2.191  -0.60
H -1.624 0.551 -5.111  0.00
H -2.168 1.537 -3.725  0.19
H -2.981 -0.871 -4.350  0.12
C -2.618 -3.677 6.188  -1.41
C -3.328 -3.230 4.851  0.51
O -4.327 -2.337 5.262  -0.64
H -3.426 -4.005 6.877  0.31
H -2.047 -2.860 6.640  0.30
H -1.914 -4.467 5.966  0.39
H -3.751 -4.111 4.384  0.36
H -2.623 -2.725 4.177  -0.31
H -5.191 -2.718 5.051  0.45

For the lowest unoccupied orbital energy, the calculation gives 0.0082 hartree. The calculation puts the HOMO energy at -0.3511 Eh.

Density functional theory data (ωB97M-V with the def2-TZVPD basis set) for a structure of composition C2H5Br2P.

Last column: Mulliken charge in e.
Element x y z (Å)
C 0.771 -0.041 -0.347  -0.75
C -0.950 0.021 -0.872  -0.33
P 0.926 0.845 1.270  -0.07
Br -1.936 1.336 0.144  -0.10
Br -1.852 -1.634 -0.624  -0.07
H 0.968 -1.063 -0.274  0.42
H 1.455 0.371 -1.002  0.41
H -1.046 0.071 -1.955  0.38
H 1.826 -0.154 1.669  0.04
H -0.160 0.247 1.992  0.06

For the lowest unoccupied orbital energy, the calculation gives 0.0185 hartree. The calculation puts the HOMO energy at -0.3553 Eh.

Number 1: strongest force on any atom 0.0854 Eh/bohr. Number 2: strongest force on any atom 0.0649 Eh/bohr. Number 3: strongest force on any atom 0.1013 Eh/bohr.